Molecular formula: C4H2Cl2
Method: DFT, ωB97M-V/def2-TZVPD

Computed properties:
E_LUMO   0.43 eV
SMILES   C#CC=C(Cl)Cl
Gap between HOMO and LUMO   9.8 eV
Calculated total energy   -29221.86704 eV
HOMO   -9.4 eV
ΔE to the lowest compared entry with this formula, charge and spin   75.7 kJ/mol

ORCA input file:
```
! RIJCOSX wB97M-V def2-TZVPD def2/J DEFGRID3
* xyz 0 1
Cl 2.63 0.88 1.31
Cl 0.46 -0.72 2.16
C -0.90 -0.26 -0.52
C 0.97 0.33 1.02
C 0.34 0.51 -0.09
C -1.73 -0.93 -1.18
H -2.50 -1.09 -1.99
H 0.72 1.27 -0.70
*
```